{"formula": "C4H12N2S", "method": "ωB97M-V/def2-TZVPD", "homo_lumo_gap_ev": 7.7, "spin_multiplicity": 1, "charge": 0, "fmax_ev_per_a": 5.36, "e_above_lowest_kcal_mol": 65.3, "energy_ha": -667.1908, "e_homo_ev": -8.3, "symbols": ["C", "N", "C", "N", "C", "C", "S", "H", "H", "H", "H", "H", "H", "H", "H", "H", "H", "H", "H"], "coordinates": [[0.304, 0.870, -0.886], [-0.978, 1.000, -0.206], [-2.079, 0.067, -0.194], [-2.082, -0.824, 0.978], [1.600, 0.794, -0.050], [1.809, -0.417, 0.869], [0.962, -2.050, 0.438], [0.317, -0.015, -1.551], [0.411, 1.707, -1.557], [-0.908, 1.223, 0.787], [-2.032, -0.431, -1.187], [-3.037, 0.598, -0.285], [-2.998, -1.277, 1.041], [-1.320, -1.479, 0.823], [2.336, 0.832, -0.869], [1.669, 1.805, 0.403], [2.881, -0.582, 0.804], [1.591, -0.263, 1.922], [1.555, -1.561, -1.279]], "mulliken_charge": [-0.50, -0.29, -0.49, -0.53, -0.68, -0.58, -0.28, 0.18, 0.33, 0.25, 0.32, 0.36, 0.25, 0.09, 0.32, 0.36, 0.34, 0.40, 0.14]}